# 1
C9H12FP | wB97M-V/def2-TZVPD

Positions of all 23 atoms, in Å:
C  0.389332  -1.617046  -0.181988
C  1.626470  0.406946  -0.187872
C  1.482678  -0.890208  -0.615464
C  -0.698058  -0.898150  0.373874
C  0.562724  1.169748  0.408850
C  -0.532716  0.419596  0.626961
C  2.548305  -1.727075  -1.236730
C  -2.079305  -1.533067  0.617373
C  0.643962  2.653262  0.365982
F  -3.931393  1.307101  1.675654
P  -2.703116  2.240830  1.181444
H  0.223877  -2.627596  -0.470153
H  2.444120  1.020326  -0.535610
H  3.492063  -1.336015  -0.982323
H  2.245053  -2.716296  -0.973544
H  2.412089  -1.682142  -2.286685
H  -2.083843  -2.609389  0.812744
H  -2.766864  -1.121420  1.317743
H  -2.462357  -1.535126  -0.426484
H  0.680343  2.875938  -0.710267
H  -0.276566  3.166526  0.705805
H  1.438736  3.189998  0.741926
H  -2.655534  1.843260  -0.221236

Forces on atoms 1 to 3 (eV/Å):
-2.4 2.0 0.1
-0.8 1.8 -0.4
0.4 -0.9 1.7

As for the total charge: 0. Its relative energy (zero: lowest compared OMol25 entry of this formula, charge and spin) is 0.00 kcal per mole. The value obtained for the calculated total energy is -791.2305 a.u. Its max |F| is 3.1 eV/A. The HOMO energy (alpha / beta) is -0.305 / -0.313 Ha. The gap between HOMO and LUMO (alpha / beta) is 8.18 / 8.01 eV.



# 2
C9H12IO2 | wB97M-V/def2-TZVPD

Positions of all 24 atoms, in Å:
C  -0.243901  -2.229682  -0.482915
C  -0.423713  -2.055056  0.780720
C  -1.174174  -0.232090  2.817667
C  0.405752  -1.267775  -1.409498
C  0.821187  0.035798  -0.698093
C  -0.132070  -0.644969  1.590099
C  -0.037481  0.472443  0.580028
C  0.707784  1.675908  1.121688
C  -1.450422  0.789948  0.127838
O  -1.122233  0.969616  3.067037
O  -1.804980  -1.146064  3.222454
I  1.654234  -1.327362  2.768651
H  -0.560282  -3.075704  -1.127730
H  -0.773817  -2.788913  1.575865
H  1.248481  -1.814401  -1.826209
H  -0.506377  -0.988199  -1.992680
H  1.947925  0.087140  -0.264674
H  0.884987  0.796315  -1.505707
H  0.178437  2.142939  2.072088
H  0.626713  2.486274  0.438211
H  1.593190  1.225331  1.489882
H  -1.370764  1.502488  -0.682070
H  -2.026878  1.360921  0.908598
H  -1.937902  -0.191769  -0.055202

Forces on atoms 1 to 3 (eV/Å):
0.3 -1.2 -2.3
-0.7 1.4 5.5
2.4 1.4 -2.5

As for the total charge: -1. Its relative energy (zero: lowest compared OMol25 entry of this formula, charge and spin) is 0.00 kcal per mole. The value obtained for the calculated total energy is -798.3064 a.u. Its max |F| is 5.7 eV/A. The HOMO energy is -0.162 Ha. The gap between HOMO and LUMO is 7.29 eV. As for the SMILES: CC1(C)CCC=C[C@]1(I)C(=O)[O-].